The following is a DFT calculation (ωB97M-V with the def2-TZVPD basis set) of a cluster of 2 separate species, CN2O3S in total.

Its HOMO-LUMO gap (spin up / spin down) is 8.2 / 8.2 eV. As for the energy above the lowest of the compared OMol25 structures with the same formula, charge and spin: 15.7 kcal per mole. The calculation puts the highest occupied orbital energy (spin up / spin down) at -10.1 / -10.2 eV.

```
! wB97M-V def2-TZVPD RIJCOSX def2/J DEFGRID3
* xyz 0 1
C 1.14308 1.47290 0.43272
N 2.14709 1.84568 0.86564
N -0.14371 1.22283 0.45905
O -0.76788 -3.11701 -1.25375
O -1.06770 1.53240 -0.24228
O -1.52508 -1.30746 0.15963
S -1.80621 -2.60383 -0.48649
*
```